[1]
This record from OMol25 describes a cluster of 2 separate species, C8H13FIO5P2 in total at a distorted geometry. The level of theory is the ωB97M-V functional and the def2-TZVPD basis.

Gap between HOMO and LUMO   0.3164 Ha
Total charge   +1

The geometry in XYZ format:
```
30
Properties=species:S:1:pos:R:3:forces:R:3
C 2.0596 0.2053 1.4972 -0.9 0.6 -0.1
C 1.0517 0.3626 2.1806 -0.8 0.2 -0.7
P -0.7185 0.6438 2.6617 1.1 -2.8 -2.2
C -1.8731 -0.4035 1.5691 -0.2 0.1 -1.3
C -2.4147 0.4401 0.3077 -1.3 -0.4 0.3
C -3.6131 -0.3345 -0.4334 0.6 0.2 -0.4
I -0.8473 0.7485 -1.2023 -0.6 0.0 0.8
P -1.1029 2.8212 2.5846 0.5 4.2 0.4
O -2.7786 3.1426 2.7994 2.0 -2.2 -0.4
O -0.7267 3.4732 1.0822 -1.8 -1.1 1.6
H 2.9120 0.1696 0.7563 -1.2 -0.2 1.5
H -0.8543 0.2617 4.0382 0.1 0.3 -0.7
H -1.3095 -1.2816 1.1232 -0.7 0.8 1.0
H -2.8026 -0.7141 2.1394 1.3 0.2 -0.3
H -2.8574 1.4419 0.6275 1.0 -1.2 -0.4
H -3.8029 0.2078 -1.4185 0.1 -0.7 1.4
H -3.2952 -1.3884 -0.7246 -0.5 1.3 0.6
H -4.5652 -0.3300 0.1904 1.3 -0.1 -0.7
H -3.0693 2.4048 3.3900 -0.4 1.0 -0.4
H -1.5434 3.8555 0.6858 0.6 -0.3 -0.1
C 2.9539 -1.9237 -3.2637 -0.1 -0.1 -0.9
C 2.3823 -1.4987 -1.9454 -0.2 -0.6 0.3
O 3.5121 -1.4703 -1.0974 -0.1 0.4 -0.4
C 4.5749 -1.1804 -1.9118 1.5 0.2 -0.1
O 5.6343 -0.8146 -1.5196 -0.6 -0.2 -0.1
O 4.2598 -1.3562 -3.2243 -0.2 0.1 0.7
F 1.5093 -2.4202 -1.4709 -0.2 0.1 0.2
H 3.0318 -3.0098 -3.3575 -0.1 0.0 0.2
H 2.3842 -1.5387 -4.1095 0.2 0.1 0.0
H 1.9088 -0.5140 -1.9542 -0.1 -0.1 0.1
```
Forces are in eV/Å.

[2]
This record from OMol25 describes the ion C8H13IN with charge +1 at a distorted geometry. The level of theory is the ωB97M-V functional and the def2-TZVPD basis.

Energy above the lowest of the compared OMol25 structures with the same formula, charge and spin   158.62 kJ/mol
Gap between HOMO and LUMO (spin up / spin down)   0.2264 / 0.2264 Ha
Total charge   +1

The geometry in XYZ format:
```
23
Properties=species:S:1:pos:R:3:forces:R:3
C -0.7527 0.2455 1.3908 0.7 -0.8 0.9
C -0.2715 1.0143 -0.9295 1.6 -0.3 -1.3
C 1.7415 0.7235 0.6697 1.5 0.9 0.8
C -1.1732 -1.0707 0.6980 -0.8 -0.6 1.3
C -0.2776 -0.5171 -1.3592 -0.7 0.3 -3.2
C 1.2243 -1.6851 0.0905 -0.7 2.1 2.9
C 0.2295 1.0937 0.5131 -0.3 -0.8 1.1
C 2.3036 -0.5510 0.1375 -3.3 -0.2 -1.1
N -0.1801 -1.4188 -0.2748 1.6 -0.1 -0.4
I 4.0034 -0.7144 -0.9576 -0.4 0.0 0.7
H -1.6465 0.8049 1.7012 0.4 0.0 -0.1
H -0.2153 -0.1108 2.3035 -0.4 0.8 -0.3
H 0.3223 1.6437 -1.7147 -1.1 -1.0 1.6
H -1.2890 1.3472 -0.8808 -0.5 0.4 -0.3
H 2.2582 1.5794 0.2173 0.3 -0.2 -0.1
H 2.1621 0.8064 1.7576 -0.9 -0.3 -1.3
H -1.3241 -1.9296 1.4353 0.3 1.2 -0.8
H -2.1647 -0.9448 0.1889 1.0 -0.2 0.1
H -1.2505 -0.8113 -1.8799 1.1 0.9 0.5
H 0.5155 -0.7866 -2.1464 -0.8 0.6 1.2
H 1.5192 -2.5096 -0.4299 1.3 -2.2 -1.4
H 1.1520 -1.9368 1.1654 0.4 -0.4 -0.1
H 0.1841 2.1014 0.9514 0.1 -0.1 -0.5
```
Forces are in eV/Å.

[3]
This record from OMol25 describes the ion C8H13IN5 with charge +1 at a distorted geometry. The level of theory is the ωB97M-V functional and the def2-TZVPD basis.

SMILES   Cc1nn(C)c([NH+]=C2NCCN2)c1I
Energy above the lowest of the compared OMol25 structures with the same formula, charge and spin   0.00 kJ/mol
Gap between HOMO and LUMO   0.3261 Ha
Total charge   +1

The geometry in XYZ format:
```
27
Properties=species:S:1:pos:R:3:forces:R:3
C 3.2508 -2.4404 -0.6097 -0.5 2.6 -0.9
C 1.9350 -1.9533 -0.1819 -1.2 1.3 0.1
N 0.9288 -2.8197 -0.1504 0.3 -0.3 -0.2
N -0.1473 -2.1772 0.2318 -2.5 0.0 0.7
C -1.4531 -2.9136 0.3946 4.4 -0.2 -1.5
C 0.0445 -0.8947 0.5210 4.3 1.8 -1.0
N -0.8436 0.0884 1.0114 -0.4 0.7 -1.1
C -1.0135 1.3112 0.4144 0.8 -0.8 0.8
N -1.3311 2.4354 1.0158 0.3 0.5 1.8
C -1.3298 3.5890 0.0937 -2.9 -1.7 -0.3
C -0.8703 2.9374 -1.2096 0.3 -0.7 -2.6
N -0.7695 1.5158 -0.8445 0.3 -1.4 -0.3
C 1.4819 -0.6462 0.1850 -2.5 -1.6 1.2
I 2.6134 1.0047 0.7692 -0.4 -0.4 -0.3
H 3.2185 -3.4590 -0.4737 0.5 -2.3 0.1
H 3.3762 -2.1533 -1.6714 0.4 -0.3 0.5
H 3.9546 -1.9385 0.0197 1.0 0.0 0.1
H -2.0987 -2.1882 0.6451 -2.7 2.1 1.4
H -1.6514 -3.2257 -0.5991 -0.5 -1.0 -0.6
H -1.2124 -3.6563 1.1104 -0.6 -0.9 0.5
H -1.4074 -0.0303 1.8100 -0.2 -0.5 1.2
H -1.5606 2.5518 2.0003 0.2 -0.3 -0.5
H -0.7632 4.4260 0.4235 0.4 0.5 0.3
H -2.4256 3.7523 0.0666 0.7 1.2 -0.5
H -1.5663 2.9514 -2.1356 1.0 0.7 1.8
H 0.1293 3.2838 -1.5209 -0.5 0.0 0.1
H -0.4892 0.6490 -1.3156 0.1 1.1 -0.7
```
Forces are in eV/Å.

[4]
This record from OMol25 describes a structure of composition C8H13N at a distorted geometry. The level of theory is the ωB97M-V functional and the def2-TZVPD basis.

Energy above the lowest of the compared OMol25 structures with the same formula, charge and spin   620.46 kJ/mol
Gap between HOMO and LUMO   0.3279 Ha

The geometry in XYZ format:
```
22
Properties=species:S:1:pos:R:3:forces:R:3
C 0.0905 1.5408 -0.2409 -0.3 -0.5 -1.8
C -1.2336 1.3542 0.4507 -1.9 0.1 0.4
C -1.2702 -0.6190 -0.8834 0.2 -4.8 -5.7
C -0.1113 -1.4977 -0.2427 1.8 0.6 -1.0
C -0.7959 -1.0841 0.9902 -4.2 0.0 4.8
C 1.2211 -0.7835 -0.3763 1.2 -3.9 -0.5
C 2.0982 -0.0923 0.7648 1.9 -1.3 -3.6
C 1.2725 0.5990 -0.3102 2.1 4.7 -2.8
H 0.4789 2.4973 0.0464 0.0 0.9 -0.6
H -0.3333 1.3901 -1.3866 1.9 1.9 2.7
H -1.7855 2.2173 -0.1937 0.0 -2.5 1.6
H -1.4946 1.6171 1.5399 1.2 -0.3 -1.5
H -1.0112 0.1810 -1.6465 -0.7 -2.1 0.3
H -1.9271 -1.5715 -1.3506 0.6 2.9 0.8
H -0.1437 -2.5966 -0.4869 0.4 1.2 0.3
H -0.4690 -0.6488 2.0720 0.1 -1.4 -2.6
H -1.6466 -1.8414 1.1584 1.8 0.3 0.8
H 1.8800 -1.1547 -1.1908 -0.6 -0.2 0.7
H 1.7511 -0.1350 1.7418 -0.6 0.0 1.6
H 3.2537 -0.3018 0.5795 -2.7 0.9 0.6
H 1.8457 1.0462 -1.3394 -0.9 -1.0 3.3
N -1.6695 -0.1165 0.3041 -1.3 4.5 2.5
```
Forces are in eV/Å.

Number 1: calculated total energy -1768.75343 hartree. Number 2: calculated total energy -664.71478 hartree. Number 3: calculated total energy -883.84760 hartree. Number 4: calculated total energy -367.14081 hartree.